This record from OMol25 describes a single C3H6N2O molecule. The level of theory is ωB97M-V with the def2-TZVPD basis set.

Calculated values
Kohn-Sham gap: 11.07 eV
ΔE to the lowest compared entry with this formula, charge and spin: 1.310 eV

Geometry (Å):
H  0.4333  1.9015  1.0583
H  -1.1846  0.5752  -0.9237
H  0.6983  -1.9527  -1.7759
H  1.4765  -0.5983  -2.5914
H  -1.3951  -0.2617  1.8341
N  0.7284  -0.1866  -0.7003
N  -0.2691  1.1920  0.9042
C  0.6251  -0.8776  -1.9672
C  -0.2672  0.4885  -0.3295
H  -0.3044  -0.6752  -2.5211
O  -0.7488  1.1676  3.1343
C  -0.8394  0.6722  2.0338

Results of the Löwdin charge analysis, in e, for atoms 1 through 2: atom 1 (H): 0.14, atom 2 (H): 0.13



This record from OMol25 describes 2 unconnected molecules or ions with the total composition C2H9N3. The level of theory is ωB97M-V with the def2-TZVPD basis set.

Calculated values
Kohn-Sham gap: 9.36 eV
ΔE to the lowest compared entry with this formula, charge and spin: 1.185 eV

Geometry (Å):
H  -1.8679  -2.0947  1.8085
H  -0.2400  1.8806  -1.0068
H  -2.4157  -1.6814  3.3027
H  -3.1707  -1.2029  1.9675
C  2.0169  0.4824  -0.8771
N  -2.2430  -1.3338  2.3660
H  0.5886  -0.6743  -1.7075
H  -1.2788  0.4096  -1.0547
C  -0.3699  0.8435  -0.6627
H  -0.4684  0.9880  0.4172
H  3.5336  0.9941  -1.8110
N  2.9859  0.1501  -1.6571
H  2.1734  1.2416  -0.1085
N  0.7561  -0.0029  -0.9766

Results of the Löwdin charge analysis, in e, for atoms 1 through 2: atom 1 (H): 0.00, atom 2 (H): 0.08



This record from OMol25 describes a molecular structure, C31H32F6IrN3O8PS2. The level of theory is ωB97M-V with the def2-TZVPD basis set.

Calculated values
Kohn-Sham gap (spin up / spin down): 6.61 / 5.86 eV
2S+1: 6
ΔE to the lowest compared entry with this formula, charge and spin: 0.016 eV

Geometry (Å):
C  1.2867  -2.2333  -2.0474
S  0.9481  2.7387  -0.1919
C  -0.9998  -4.1162  -0.2913
H  -1.5808  -3.2173  -0.0843
O  4.0537  1.6076  1.9332
O  -3.2412  -0.9038  2.8209
F  -1.3412  3.8252  0.3667
C  5.5090  -3.1110  1.5231
C  -3.0200  1.0278  -0.9791
C  -1.0470  -0.1891  3.2992
H  -1.5309  -4.9618  0.1519
H  2.1321  0.5946  3.1355
H  -6.2410  2.0708  2.1044
H  -4.4078  0.6529  1.2713
H  -0.1934  -0.6172  -1.9249
O  0.3426  1.4163  -0.4306
N  0.1897  -0.0337  2.8087
C  -0.0586  -1.5849  -2.4200
C  1.4719  -3.4824  -2.9125
C  -5.5685  3.7171  -0.7984
N  -8.1100  4.8897  1.3013
H  1.4927  -3.1675  -3.9586
C  -4.5424  2.9348  -1.2657
C  -6.1830  3.4103  0.4233
F  5.0127  3.0864  -0.4594
C  -4.7292  1.5164  0.7013
C  4.5251  -2.4548  2.2467
H  4.7373  -2.0776  3.2383
O  1.0321  3.5725  -1.3422
H  2.2679  -0.3001  -1.7584
O  0.0540  0.7844  7.5425
P  1.2766  -2.4833  -0.1916
H  -2.5115  1.2529  -1.9061
H  2.1663  -5.3221  0.4787
H  2.3159  -0.9307  -3.4079
H  -4.0628  3.1764  -2.2059
H  -0.2724  -4.8943  2.1852
H  2.5164  -1.7190  2.2478
F  -0.4473  2.7500  2.0238
H  0.6337  -6.1759  0.3003
H  -5.9093  4.5744  -1.3630
O  -1.8381  1.9207  6.8769
C  -1.3815  0.1894  4.5877
F  3.7361  1.9494  -1.7918
H  1.3716  -5.4050  -1.0989
O  -1.6961  -1.1960  1.2304
H  -0.0627  -1.3905  -3.4953
H  6.4934  -3.2525  1.9491
C  2.3889  -1.2076  -2.3537
N  2.2253  2.6829  0.6962
S  3.2779  1.5211  0.7367
F  0.3208  4.6921  1.4392
C  -4.0826  1.8126  -0.5286
O  2.7215  0.2356  0.3731
C  -5.7552  2.3016  1.1660
C  3.9707  -3.3932  -0.3029
H  1.2269  -3.9828  2.3553
C  -0.2025  3.5633  0.9892
H  -2.6648  0.2121  -0.3641
C  1.1485  0.4918  3.5722
C  0.2563  -3.9961  1.8583
H  3.7752  -3.7777  -1.2930
H  5.9929  -4.0899  -0.3241
H  3.3899  -1.5947  -2.1735
H  -0.3246  -3.1323  2.1806
C  0.3987  -4.0490  0.3306
F  5.3508  0.9638  -0.7341
C  5.2297  -3.5781  0.2470
C  3.2712  -2.2605  1.6904
H  2.4022  -4.0116  -2.7155
C  -7.2517  4.2310  0.9104
H  -2.3997  0.0725  4.9280
C  4.4232  1.9138  -0.6507
C  0.9104  0.8877  4.8779
C  -0.8248  1.2935  6.8119
C  1.2021  -5.3026  -0.0285
H  -0.9162  -2.2135  -2.1861
C  -2.1121  -0.8063  2.3913
C  2.9756  -2.7285  0.4110
Ir  0.2710  -0.5250  0.6500
H  1.7055  1.3016  5.4788
H  -0.9630  -4.2847  -1.3670
H  0.6489  -4.1865  -2.8018
C  -0.3756  0.7402  5.3538

Results of the Löwdin charge analysis, in e, for atoms 1 through 2: atom 1 (C): -0.66, atom 2 (S): 0.62



This record from OMol25 describes a molecular structure, C25H31AsN2O5PdSSi. The level of theory is ωB97M-V with the def2-TZVPD basis set.

Calculated values
Charge: +2
Kohn-Sham gap (spin up / spin down): 5.08 / 5.08 eV
ΔE to the lowest compared entry with this formula, charge and spin: 1.060 eV

Geometry (Å):
C  -3.3939  5.0034  0.0242
C  -0.4591  -5.7348  -0.9321
C  3.5922  2.8250  -1.0300
H  -4.7149  1.5279  1.0371
C  -0.2467  -2.1610  0.1516
C  -1.4579  3.9122  0.9531
C  4.1526  -0.2758  -2.3219
O  -0.1018  -1.6095  -1.0043
H  -3.4255  -2.6528  0.4751
H  4.0563  0.1507  1.7443
H  -0.4145  -7.5038  0.2586
N  -0.5927  -6.4985  -2.1945
O  -0.3123  -1.4724  1.1868
C  2.5877  5.0036  -1.0911
Si  3.4746  -0.3078  -0.5938
C  -2.5859  4.7080  1.1152
H  2.7300  6.0709  -1.2165
H  -3.7208  4.7405  -2.0819
H  0.4748  5.2101  -0.7941
H  -0.0956  -3.7422  2.3147
H  -0.4803  -3.8619  -1.9586
C  -2.1340  0.4141  2.7784
H  -0.1685  -6.2210  2.3846
H  -2.3148  1.4864  2.8020
H  4.6958  0.6238  -2.6086
C  -0.3777  -6.4239  0.2632
C  -1.9638  3.7122  -1.4224
C  1.1378  3.1680  -0.7135
C  -3.2924  -2.2103  1.4606
C  -0.4177  -4.3584  -1.0017
H  -5.3663  0.0008  0.3921
H  -5.3017  0.2622  2.1506
S  -2.2319  0.3147  -0.6484
C  4.5838  0.2486  0.7924
H  -2.4223  -2.6378  1.9480
H  -1.0751  0.1860  2.6908
O  -0.6919  -7.6998  -2.1054
C  -4.8008  0.4562  1.2026
As  -3.0455  -0.3193  1.2618
Pd  -0.0107  0.3940  -0.5159
C  2.2804  2.2234  -0.7851
C  3.7318  4.1522  -1.1812
C  2.8110  -1.9692  -0.1820
H  4.9876  1.2563  0.7345
H  4.8425  -1.1185  -2.4198
H  5.4327  -0.4397  0.8328
H  3.3518  -0.4400  -3.0465
C  -0.2985  -3.6451  0.1853
H  -0.8057  3.6715  1.7833
N  2.0627  0.9649  -0.6354
H  4.6995  4.5928  -1.3754
C  -0.2084  -4.3154  1.4036
H  -4.1887  -2.3666  2.0604
C  -3.0873  4.5087  -1.2368
H  -1.7099  3.3020  -2.3912
O  -0.5904  -5.8610  -3.2262
H  -2.8243  5.1048  2.0929
H  -4.2671  5.6272  0.1572
O  -0.0283  2.6080  -0.4874
C  1.3154  4.5359  -0.8563
C  -0.2456  -5.6998  1.4406
H  2.2920  -1.9933  0.7773
H  3.6908  -2.6155  -0.0886
H  4.4431  2.1706  -1.1108
H  -2.5399  -0.0479  3.6780
C  -1.1919  3.4520  -0.3156
H  2.1763  -2.3867  -0.9603

Results of the Löwdin charge analysis, in e, for atoms 1 through 2: atom 1 (C): -0.04, atom 2 (C): -0.11



This record from OMol25 describes a molecular structure, C6H6N2O4S2. The level of theory is ωB97M-V with the def2-TZVPD basis set.

Calculated values
Kohn-Sham gap: 8.85 eV
ΔE to the lowest compared entry with this formula, charge and spin: 2.972 eV

Geometry (Å):
H  4.3705  -0.2575  -0.7907
C  1.1027  -1.0022  -0.2610
O  -2.3617  1.9867  0.7776
C  2.7884  1.2145  -0.2225
N  -1.1476  1.7548  0.4983
O  -3.8597  -1.5989  1.3610
C  1.4418  1.3689  0.0076
S  -3.4020  0.1946  -0.0674
C  3.3191  -0.0291  -0.5322
C  2.4929  -1.1594  -0.4881
H  3.2737  2.1034  -0.2072
H  2.9594  -2.1316  -0.6418
O  -3.4628  0.7105  -1.3721
N  -0.7980  0.5772  0.2532
C  0.5823  0.2819  0.0654
O  -1.7081  -0.4394  0.2126
H  0.4576  -1.8418  -0.1171
H  1.1072  2.3026  0.0673
H  -3.1974  -2.1389  1.7658
S  -3.9583  -1.8963  -0.3085

Results of the Löwdin charge analysis, in e, for atoms 1 through 2: atom 1 (H): 0.11, atom 2 (C): 0.01



This record from OMol25 describes 2 unconnected molecules or ions with the total composition CCl6NP. The level of theory is ωB97M-V with the def2-TZVPD basis set.

Calculated values
Kohn-Sham gap: 8.58 eV
ΔE to the lowest compared entry with this formula, charge and spin: 3.945 eV

Geometry (Å):
C  2.2520  -0.6584  -1.2234
Cl  -2.3795  1.5313  2.0952
Cl  0.9142  1.4623  -0.5397
P  -1.2117  0.2360  0.9259
Cl  0.2347  -0.2007  2.2695
Cl  0.7106  -1.5843  -1.0501
Cl  2.4852  -0.3882  -2.7922
Cl  -2.2481  -1.3119  0.7162
N  -0.7573  0.9140  -0.4014

Results of the Löwdin charge analysis, in e, for atoms 1 through 2: atom 1 (C): -1.08, atom 2 (Cl): 0.22



This record from OMol25 describes a single C4H6O2 molecule. The level of theory is ωB97M-V with the def2-TZVPD basis set.

Calculated values
Kohn-Sham gap: 10.72 eV
ΔE to the lowest compared entry with this formula, charge and spin: 1.933 eV

Geometry (Å):
C  0.0442  0.0786  0.1034
H  -0.8089  -1.4896  -1.1102
H  -1.3309  1.5758  -0.7562
H  -0.5351  -1.9398  0.5857
H  -1.8800  -0.8613  0.1672
H  1.7487  -1.0325  0.9657
C  -0.8466  -1.1243  -0.0780
C  -0.3506  1.4241  -0.3028
C  1.5217  -0.2109  0.2504
O  2.3950  0.3928  -0.3235
O  -0.3765  1.0421  1.0709
H  0.4191  2.1450  -0.5726

Results of the Löwdin charge analysis, in e, for atoms 1 through 2: atom 1 (C): -0.47, atom 2 (H): 0.09



This record from OMol25 describes a single C22H23N5O5 molecule. The level of theory is ωB97M-V with the def2-TZVPD basis set.

Calculated values
Kohn-Sham gap: 7.53 eV
ΔE to the lowest compared entry with this formula, charge and spin: 0.000 eV

Geometry (Å):
C  -0.1692  0.7686  -2.4302
H  3.2973  3.6200  5.2277
H  2.5922  4.3341  2.6636
H  -0.4713  0.1343  -6.2667
C  -0.1510  0.6410  -3.8546
C  -1.2042  -0.4380  -5.7165
H  -0.5275  -2.8965  3.1836
H  3.6976  3.4696  1.5600
C  -2.0233  -0.9162  -3.5283
C  0.7618  1.7019  -0.4024
O  0.5931  1.1917  -4.6359
N  -1.1592  0.2203  -0.3214
O  2.8668  2.7830  -0.4756
N  1.7668  2.7984  1.4977
H  0.9484  2.4175  1.9741
N  -1.1563  -0.2583  -4.3689
H  -3.7356  -2.6365  -5.9061
H  3.9213  1.2337  6.3400
C  0.9081  -1.2889  3.4489
C  -3.0148  -1.9693  -5.4584
C  -3.9166  -2.5098  -3.1769
C  3.7209  1.4299  5.3067
H  -2.1306  -1.4012  -7.3532
O  3.4324  1.1397  3.1243
H  -2.9358  -0.8340  -0.2407
H  -1.1604  0.9055  2.1325
C  -1.1127  0.0683  -1.6722
C  2.8611  3.3522  2.2599
N  -2.0086  -0.7654  -2.2253
C  1.9007  2.4727  0.2012
H  -4.5192  -1.7827  -2.6359
C  3.7275  0.5331  4.2852
C  3.3932  2.6797  4.7244
C  -2.0666  -0.6593  0.3938
O  2.0213  -2.1109  3.2264
C  -1.3758  -2.0073  0.6732
H  2.1216  -2.2080  2.2719
H  -1.0736  -2.4413  -0.2842
H  -1.2252  -1.2563  3.1301
H  -2.0827  -2.6876  1.1662
C  -0.3656  -1.8678  2.8294
O  -0.1963  -1.8718  1.4230
H  0.7898  -1.2148  4.5322
H  1.5831  2.0202  -2.3202
C  -2.9844  -1.8044  -4.1044
C  3.2307  2.4477  3.3900
H  3.8956  -0.5250  4.2541
H  1.0725  -0.2863  3.0321
H  -2.3945  -0.1877  1.3212
N  -0.4128  1.3534  1.6217
C  -2.1078  -1.2726  -6.2843
H  -4.5701  -3.1830  -3.7238
C  0.7943  1.5503  -1.7512
C  -0.2972  1.0853  0.3806
H  -3.3492  -3.0717  -2.4381

Results of the Löwdin charge analysis, in e, for atoms 1 through 2: atom 1 (C): -0.05, atom 2 (H): 0.10